*1*
C3H9NO2 | the ωB97M-V functional and the def2-TZVPD basis

Element x y z (Å)
C  3.78986  0.80509  -0.63797
C  2.98878  1.01683  0.41253
O  1.64782  1.08066  0.38989
H  4.85994  0.69289  -0.54693
H  3.44566  0.81354  -1.66627
H  3.30384  1.20409  1.43165
H  1.26454  0.46738  -0.22710
N  -1.45104  -1.28639  0.15364
C  -2.91065  -1.14671  0.31793
O  -3.42843  -0.18946  -0.53348
H  -1.08595  -1.47692  -0.77625
H  -0.94857  -1.80522  0.85843
H  -3.07752  -0.83880  1.35275
H  -3.21437  -2.19421  0.20498
H  -2.75673  0.52707  -0.47292

Properties
**Charge**: +1
**HOMO energy (alpha / beta)**: -14.0 / -12.2 eV
**Molar mass**: 91.110 g/mol
**Multiplicity**: 2
**⟨S²⟩**: 0.7605

=====

*2*
C3H9NO2 | the ωB97M-V functional and the def2-TZVPD basis

Element x y z (Å)
C  1.90293  -0.32158  1.75782
N  2.23444  -1.42994  0.86899
H  2.80934  -1.01432  0.12947
H  2.79093  -2.23081  1.19476
H  0.31833  0.23512  -1.48431
H  1.03016  0.13449  1.26276
H  2.71844  0.34605  2.03083
H  1.55144  -0.76899  2.68464
C  -2.83884  0.55187  -1.28011
C  -1.39775  0.97294  -1.12915
O  -1.01952  1.91732  -0.49659
O  -0.55621  0.13841  -1.80172
H  -3.05671  -0.18748  -0.50473
H  -3.16884  0.16521  -2.23733
H  -3.31813  1.49168  -0.99535

Properties
**Charge**: +1
**HOMO energy (alpha / beta)**: -13.7 / -13.7 eV
**Molar mass**: 91.110 g/mol
**Multiplicity**: 2
**⟨S²⟩**: 0.7539

=====

If you had to bet on the most stable structure above, which would it be? Bet on *2*.